Record 1
Computed, not measured: a 2-piece molecular cluster, C9H14N3O overall, with the ωB97M-V functional and the def2-TZVPD basis.

The geometry in XYZ format:
```
27
Properties=species:S:1:pos:R:3
C -0.59 1.16 -0.92
C -1.14 2.47 -0.75
C -1.18 0.55 -2.00
C 0.77 -0.20 0.50
C 1.35 -2.04 1.62
C 2.69 -1.21 1.32
C -0.91 3.34 0.45
C -0.97 -0.70 -2.74
C -1.10 -1.60 1.20
N -2.01 2.58 -1.67
N 0.26 -1.20 1.22
N 2.10 -0.09 0.53
O -2.06 1.50 -2.52
H 1.46 -2.87 1.04
H 1.38 -2.20 2.67
H 3.26 -0.73 2.03
H 3.38 -1.69 0.70
H -1.12 2.84 1.33
H 0.15 3.64 0.27
H -1.46 4.26 0.51
H 0.14 -0.95 -2.72
H -1.41 -1.57 -2.23
H -1.31 -0.64 -3.82
H -1.26 -2.67 1.31
H -1.48 -1.44 2.17
H -1.64 -1.10 0.44
H 2.69 0.56 0.05
```

Results
lowest unoccupied orbital energy = -4.836 eV
ΔE to the lowest compared entry with this formula, charge and spin = 100.39 kcal per mole
calculated total energy = -16065.3998 eV
highest occupied orbital energy = -13.34 eV
molecular weight = 180.23 g mol⁻¹
total charge = +1

***

Record 2
Computed, not measured: a 2-piece molecular cluster, C2H9N2 overall, with the ωB97M-V functional and the def2-TZVPD basis.

The geometry in XYZ format:
```
13
Properties=species:S:1:pos:R:3
N -0.55 -1.75 1.42
H 0.51 -0.54 0.56
H -1.45 -1.33 1.57
H 0.05 -1.72 2.21
H -0.56 -2.70 1.07
C -0.39 1.76 -1.38
C 0.16 0.57 -1.24
N 0.89 0.30 0.02
H -0.45 2.51 -0.60
H -0.99 2.04 -2.23
H 0.13 -0.32 -1.85
H 1.85 -0.01 -0.07
H 0.81 1.17 0.52
```

Results
lowest unoccupied orbital energy = -3.297 eV
ΔE to the lowest compared entry with this formula, charge and spin = 21.20 kcal per mole
calculated total energy = -5193.0346 eV
highest occupied orbital energy = -14.99 eV
molecular weight = 61.11 g mol⁻¹
total charge = +1

***

Record 3
Computed, not measured: C4H10N2O as an isolated structure, with the ωB97M-V functional and the def2-TZVPD basis.

The geometry in XYZ format:
```
17
Properties=species:S:1:pos:R:3
C 1.06 -0.79 1.36
C -1.30 -0.32 -1.31
N 1.38 0.90 -0.47
C 0.61 0.12 0.28
C -0.72 0.48 -0.15
N -1.68 0.70 0.89
O 2.73 0.44 -0.71
H 2.67 -0.46 -1.06
H 0.20 1.33 -0.97
H -2.62 0.83 0.54
H -1.44 1.48 1.49
H 1.17 -1.82 0.98
H 2.01 -0.48 1.79
H 0.29 -0.83 2.14
H -2.10 0.23 -1.80
H -0.54 -0.55 -2.06
H -1.72 -1.27 -0.95
```

Results
lowest unoccupied orbital energy = 0.750 eV
ΔE to the lowest compared entry with this formula, charge and spin = 125.48 kcal per mole
calculated total energy = -9333.5459 eV
highest occupied orbital energy = -7.58 eV
molecular weight = 102.14 g mol⁻¹
total charge = 0

***

Record 4
Computed, not measured: an isolated ion of composition CH6NO and charge +1, with the ωB97M-V functional and the def2-TZVPD basis.

The geometry in XYZ format:
```
9
Properties=species:S:1:pos:R:3
C -0.37 0.52 0.15
N 0.82 -0.38 0.04
O -1.52 -0.20 -0.09
H -0.46 0.88 1.19
H -0.34 1.53 -0.51
H 0.93 -0.64 -0.87
H 1.78 0.16 0.31
H 0.68 -1.18 0.66
H -1.54 -0.69 -0.88
```

Results
lowest unoccupied orbital energy (spin up / spin down) = -3.952 / -11.346 eV
ΔE to the lowest compared entry with this formula, charge and spin = 68.59 kcal per mole
calculated total energy = -4656.2259 eV
2S+1 = 3
highest occupied orbital energy (spin up / spin down) = -9.11 / -20.67 eV
molecular weight = 48.07 g mol⁻¹
total charge = +1

***

Record 5
Computed, not measured: a 2-piece molecular cluster, C3HCl2NO2 overall, with the ωB97M-V functional and the def2-TZVPD basis.

The geometry in XYZ format:
```
9
Properties=species:S:1:pos:R:3
C -0.41 -0.68 -0.09
C 1.05 0.85 0.52
C -0.35 0.32 -0.99
H -1.31 -1.91 1.35
N 0.46 1.44 -0.49
O -0.94 -1.90 -0.03
O 0.49 -0.31 0.87
Cl 2.21 1.70 1.28
Cl -1.19 0.49 -2.41
```

Results
lowest unoccupied orbital energy = -1.253 eV
ΔE to the lowest compared entry with this formula, charge and spin = 67.53 kcal per mole
calculated total energy = -33753.3756 eV
highest occupied orbital energy = -8.81 eV
molecular weight = 153.95 g mol⁻¹
total charge = 0

***

Record 6
Computed, not measured: a 2-piece molecular cluster, C3H7N2 overall, with the ωB97M-V functional and the def2-TZVPD basis.

The geometry in XYZ format:
```
12
Properties=species:S:1:pos:R:3
C -1.32 -0.69 0.44
C -0.65 -1.94 0.03
C 1.15 2.32 0.57
N 0.93 1.13 1.09
N -1.05 0.46 0.75
H -2.42 -0.80 0.46
H -0.80 -2.68 0.81
H 0.42 -1.77 -0.12
H -1.11 -2.31 -0.88
H 0.49 2.66 -0.24
H 2.22 2.31 0.27
H 1.17 3.10 1.38
```

Results
lowest unoccupied orbital energy (spin up / spin down) = -7.719 / -6.863 eV
ΔE to the lowest compared entry with this formula, charge and spin = 154.50 kcal per mole
calculated total energy = -6190.8116 eV
highest occupied orbital energy (spin up / spin down) = -15.76 / -15.02 eV
molecular weight = 71.10 g mol⁻¹
total charge = +1

***

Record 7
Computed, not measured: a 2-piece molecular cluster, C2H5OPS overall, with the ωB97M-V functional and the def2-TZVPD basis.

The geometry in XYZ format:
```
10
Properties=species:S:1:pos:R:3
C 0.07 -0.28 3.07
P 0.50 -0.41 1.50
O -0.97 -0.86 0.84
H -0.87 -0.74 3.41
H 0.95 -0.31 3.81
H -0.99 -0.94 -0.06
C 0.39 0.99 -3.23
S -0.95 0.39 -2.53
H 1.23 1.15 -2.52
H 0.63 1.02 -4.28
```

Results
lowest unoccupied orbital energy = -0.862 eV
ΔE to the lowest compared entry with this formula, charge and spin = 42.24 kcal per mole
calculated total energy = -24324.4076 eV
highest occupied orbital energy = -9.17 eV
molecular weight = 108.10 g mol⁻¹
total charge = 0

***

Record 8
Computed, not measured: one molecule with the formula C6H14, with the ωB97M-V functional and the def2-TZVPD basis.

The geometry in XYZ format:
```
20
Properties=species:S:1:pos:R:3
C -0.48 2.76 0.14
C 0.30 1.43 0.12
C -0.57 0.18 0.18
C 0.28 -1.09 0.23
C -0.62 -2.32 0.33
C 1.23 -1.22 -0.97
H -1.57 2.66 0.22
H -0.25 3.15 -0.84
H -0.14 3.48 0.89
H 0.82 1.40 -0.84
H 1.08 1.41 0.89
H -1.21 0.16 -0.72
H -1.25 0.20 1.04
H 0.89 -1.03 1.14
H -0.02 -3.24 0.41
H -1.28 -2.26 1.20
H -1.24 -2.41 -0.57
H 1.80 -2.15 -0.91
H 0.66 -1.23 -1.91
H 1.95 -0.40 -1.02
```

Results
lowest unoccupied orbital energy = 1.223 eV
ΔE to the lowest compared entry with this formula, charge and spin = 6.64 kcal per mole
calculated total energy = -6449.1207 eV
highest occupied orbital energy = -10.78 eV
molecular weight = 86.18 g mol⁻¹
total charge = 0